[1]
The following is a quantum chemistry calculation of a structure of composition C17H18LiNO5S8, from the OMol25 dataset.

relative energy (zero: lowest compared OMol25 entry of this formula, charge and spin)	0.00	kJ/mol
LUMO level	3.928	eV
charge	-2
highest occupied orbital energy	-2.01	eV
electronic energy	-4282.66099	a.u.

Last column: Mulliken charge in e.
CARTESIAN COORDINATES (ANGSTROEM)
Li  0.246  2.808  0.690  0.866
S  -0.861  3.627  2.999  -0.455
C  -1.259  1.978  3.066  0.178
N  -1.028  1.087  2.134  -0.061
C  -1.428  -0.183  2.517  -0.538
C  -1.302  -1.327  1.730  -0.052
C  -1.731  -2.546  2.230  -0.707
C  -2.283  -2.647  3.510  -0.446
C  -2.417  -1.515  4.303  -0.434
C  -1.991  -0.292  3.800  0.654
S  -2.025  1.284  4.521  -0.377
H  -0.918  -1.230  0.723  0.188
H  -1.647  -3.429  1.607  0.428
H  -2.615  -3.609  3.882  0.352
H  -2.851  -1.583  5.294  0.347
C  -0.135  2.530  -3.986  -0.201
O  -0.206  3.565  -2.985  -0.360
C  0.398  3.382  -1.816  0.864
O  -0.173  3.759  -0.786  -0.968
H  -0.541  2.984  -4.889  0.200
H  -0.771  1.704  -3.663  -0.080
H  0.897  2.212  -4.111  0.332
O  1.876  2.336  1.409  -0.672
S  1.931  1.239  2.449  0.565
C  1.928  -0.338  1.545  -0.361
C  3.379  -0.748  1.323  -0.648
C  4.114  -0.340  2.602  -0.614
C  3.698  1.106  2.855  -0.730
H  1.356  -0.145  0.636  0.257
H  1.375  -1.053  2.158  0.277
H  3.789  -0.207  0.468  0.324
H  3.460  -1.815  1.113  0.357
H  5.198  -0.437  2.519  0.349
H  3.791  -0.979  3.430  0.255
H  4.162  1.788  2.141  0.315
H  3.861  1.467  3.869  0.374
O  1.586  2.868  -1.739  -0.089
O  2.390  2.809  -2.962  -0.762
C  -3.163  -0.116  -5.029  -0.650
S  -3.773  -1.601  -4.193  -0.134
C  -2.303  -2.183  -3.459  -0.049
C  -1.587  -1.538  -2.483  0.058
S  -1.851  -0.055  -1.692  -0.331
S  -0.153  -2.462  -2.023  0.014
C  -0.316  -3.840  -3.031  -0.029
S  0.742  -5.135  -3.046  -0.368
S  -1.683  -3.710  -4.037  -0.149
H  -3.990  0.285  -5.616  0.332
H  -2.335  -0.368  -5.690  0.250
H  -2.841  0.611  -4.286  0.128

Forces on atoms 1 to 3 (eV/Å):
-0.4 0.1 0.5
-0.1 -0.1 0.1
0.0 0.2 0.0


[2]
The following is a quantum chemistry calculation of the molecule C17H18N2O4S in a non-equilibrium geometry, from the OMol25 dataset.

relative energy (zero: lowest compared OMol25 entry of this formula, charge and spin)	161.57	kJ/mol
LUMO level	-0.150	eV
charge	0
highest occupied orbital energy	-8.25	eV
SMILES	CCOC(=O)Cc1csc(NC(=O)/C=C/c2ccc(OC)cc2)n1
electronic energy	-1467.27246	a.u.

Last column: Mulliken charge in e.
CARTESIAN COORDINATES (ANGSTROEM)
C  -3.268  -2.568  -0.947  -0.850
C  -4.476  -2.964  -0.110  -0.310
O  -4.959  -1.848  0.640  -0.334
C  -5.679  -0.941  0.000  0.721
O  -6.092  -1.042  -1.126  -0.614
C  -5.890  0.285  0.880  -0.610
C  -4.833  1.264  0.480  -0.041
C  -5.038  2.519  0.001  -0.364
S  -3.539  3.287  -0.378  -0.241
C  -2.731  1.795  0.149  0.447
N  -1.370  1.732  0.082  -0.033
C  -0.595  0.592  0.279  0.482
O  -1.071  -0.488  0.536  -0.647
C  0.840  0.860  0.136  -0.734
C  1.723  -0.142  0.274  -0.228
C  3.162  -0.076  0.174  0.842
C  3.907  -1.254  0.320  -0.603
C  5.278  -1.246  0.234  -0.564
C  5.967  -0.052  -0.002  0.849
O  7.316  -0.149  -0.068  -0.450
C  8.073  1.015  -0.301  -0.831
C  5.239  1.128  -0.148  -0.378
C  3.862  1.109  -0.061  -0.878
N  -3.528  0.884  0.553  -0.308
H  -2.541  -2.052  -0.323  0.115
H  -3.576  -1.901  -1.748  0.290
H  -2.814  -3.455  -1.380  0.413
H  -5.284  -3.344  -0.746  0.321
H  -4.210  -3.710  0.641  0.310
H  -6.879  0.708  0.711  0.389
H  -5.755  -0.003  1.922  0.215
H  -5.962  3.037  -0.151  0.441
H  -0.905  2.586  -0.192  0.243
H  1.144  1.874  -0.079  0.188
H  1.308  -1.120  0.486  0.413
H  3.390  -2.185  0.503  0.352
H  5.852  -2.152  0.345  0.420
H  7.825  1.469  -1.265  0.338
H  9.113  0.693  -0.311  0.239
H  7.932  1.752  0.497  0.338
H  5.739  2.067  -0.330  0.388
H  3.325  2.037  -0.177  0.265

Forces on atoms 1 to 3 (eV/Å):
-0.3 0.1 0.3
0.1 -0.3 -0.5
0.1 -0.1 0.4


[3]
The following is a quantum chemistry calculation of the molecule C17H18N2O5 in a non-equilibrium geometry, from the OMol25 dataset.

relative energy (zero: lowest compared OMol25 entry of this formula, charge and spin)	2024.20	kJ/mol
LUMO level	0.495	eV
charge	0
highest occupied orbital energy	-7.90	eV
SMILES	COc1ccc(NC(=O)NCc2ccc3c(c2)OCO3)c(OC)c1
electronic energy	-1143.63505	a.u.

Last column: Mulliken charge in e.
CARTESIAN COORDINATES (ANGSTROEM)
C  -4.909  -3.285  0.517  -1.313
O  -5.175  -1.855  0.187  -0.455
C  -4.301  -1.059  -0.025  1.155
C  -4.750  0.111  -0.358  -0.411
C  -3.905  1.198  -0.355  -0.642
C  -2.566  0.903  -0.247  0.053
N  -1.675  2.074  -0.510  -0.122
C  -0.432  2.346  0.102  0.180
O  0.014  3.515  -0.158  -0.841
N  0.064  1.805  0.988  0.410
C  1.239  1.888  1.523  -1.517
C  2.173  1.139  1.034  0.924
C  2.833  1.619  -0.254  -0.937
C  3.642  0.774  -0.897  -0.573
C  3.994  -0.361  -0.836  0.584
C  3.530  -0.980  0.588  0.234
C  2.600  -0.423  1.348  -0.974
O  3.818  -2.312  0.946  -0.438
C  4.793  -2.625  -0.168  -0.132
O  4.816  -1.387  -1.186  -0.537
C  -2.086  -0.278  -0.387  0.478
O  -0.794  -0.493  -0.257  -0.506
C  -0.144  -0.370  -1.590  -0.958
C  -3.051  -1.280  -0.136  -0.363
H  -4.168  -3.394  1.312  0.362
H  -5.810  -3.905  0.756  0.275
H  -4.584  -3.632  -0.199  0.703
H  -5.947  0.632  -0.101  0.149
H  -4.203  2.346  -0.537  0.212
H  -2.014  2.897  -0.882  0.234
H  -0.398  0.790  1.180  0.429
H  1.292  1.831  2.710  0.379
H  1.549  2.960  1.333  0.456
H  2.545  2.426  -0.650  0.846
H  4.110  0.956  -2.014  0.058
H  2.204  -0.454  2.234  0.744
H  4.356  -3.506  -0.890  0.233
H  5.802  -2.749  0.168  0.290
H  0.984  -1.046  -1.447  -0.008
H  -0.504  -0.906  -2.277  0.767
H  0.020  0.580  -1.859  0.417
H  -2.575  -2.350  0.076  0.154

Forces on atoms 1 to 3 (eV/Å):
-5.6 6.5 11.9
-8.2 -9.7 3.4
1.4 1.5 -1.3


[4]
The following is a quantum chemistry calculation of a structure of composition C17H18N2O7Tc, from the OMol25 dataset.

relative energy (zero: lowest compared OMol25 entry of this formula, charge and spin)	0.00	kJ/mol
LUMO level	-4.427	eV
charge	+1
highest occupied orbital energy	-12.15	eV
electronic energy	-1375.38272	a.u.

Last column: Mulliken charge in e.
CARTESIAN COORDINATES (ANGSTROEM)
Tc  -0.290  0.286  0.706  -0.092
O  0.104  0.776  2.678  -0.518
C  0.092  2.212  2.909  -0.454
C  1.074  2.742  1.884  -0.881
N  0.864  2.114  0.533  0.322
C  2.170  1.714  -0.022  -0.911
C  2.662  0.460  0.715  0.690
O  3.656  0.344  1.331  -0.449
O  1.760  -0.665  0.669  -0.474
C  -0.005  2.937  -0.333  -0.487
C  -1.453  2.801  0.171  0.510
O  -2.224  3.715  0.146  -0.596
O  -1.742  1.604  0.682  -0.524
H  -0.491  0.274  3.268  0.412
H  -0.924  2.580  2.781  0.392
H  0.445  2.402  3.921  0.472
H  1.004  3.827  1.797  0.387
H  2.083  2.497  2.215  0.544
H  2.061  1.497  -1.085  0.411
H  2.939  2.476  0.118  0.426
H  0.283  3.989  -0.336  0.371
H  0.051  2.541  -1.348  0.302
O  -1.667  -0.454  -0.885  -0.527
C  -2.268  -1.136  -0.013  0.543
C  -3.539  -1.929  -0.021  -0.487
C  -3.651  -2.354  1.459  -0.497
C  -2.468  -1.688  2.159  0.303
O  -2.229  -1.582  3.336  -0.635
N  -1.675  -1.136  1.172  0.239
H  -3.465  -2.765  -0.716  0.288
H  -4.364  -1.298  -0.353  0.321
H  -3.575  -3.433  1.594  0.299
H  -4.577  -2.032  1.930  0.328
C  0.866  -0.606  -0.413  1.311
C  1.238  -1.299  -1.618  0.136
C  2.365  -2.136  -1.612  -0.286
C  2.729  -2.799  -2.768  -0.813
C  1.994  -2.617  -3.933  -0.327
C  0.889  -1.774  -3.950  -0.890
C  0.502  -1.117  -2.798  -0.492
H  2.936  -2.275  -0.705  0.537
H  3.588  -3.455  -2.766  0.428
H  2.288  -3.132  -4.838  0.422
H  0.328  -1.634  -4.864  0.431
H  -0.363  -0.471  -2.797  0.515

Forces on atoms 1 to 3 (eV/Å):
0.0 0.1 -0.2
0.0 0.0 0.2
0.0 -0.1 0.0


[5]
The following is a quantum chemistry calculation of a structure of composition C17H18N4O2PtS in a non-equilibrium geometry, from the OMol25 dataset.

relative energy (zero: lowest compared OMol25 entry of this formula, charge and spin)	20.24	kJ/mol
LUMO level (spin up / spin down)	-14.074 / -18.494	eV
charge	+4
highest occupied orbital energy (spin up / spin down)	-20.67 / -21.00	eV
spin multiplicity	5
electronic energy	-1543.73749	a.u.

Last column: Mulliken charge in e.
CARTESIAN COORDINATES (ANGSTROEM)
N  -1.213  -1.940  -0.179  -0.251
C  -1.567  -3.018  -0.429  0.367
C  -1.989  -4.367  -0.719  -0.966
H  -1.591  -4.669  -1.696  0.333
H  -3.086  -4.415  -0.733  0.355
H  -1.600  -5.041  0.056  0.340
N  -0.704  1.240  2.262  -0.340
C  -1.134  1.855  3.148  0.650
C  -1.605  2.580  4.303  -1.043
H  -2.700  2.514  4.361  0.351
H  -1.299  3.632  4.226  0.350
H  -1.164  2.138  5.209  0.361
N  1.490  1.332  -1.129  -0.264
C  2.349  1.719  -1.809  0.346
C  3.435  2.193  -2.633  -0.925
H  4.271  2.498  -1.989  0.338
H  3.097  3.049  -3.232  0.344
H  3.766  1.380  -3.294  0.332
Pt  0.483  -0.074  1.115  1.127
C  1.952  0.877  1.775  0.267
O  2.862  1.492  2.149  -0.276
C  0.105  -1.357  2.424  0.269
O  -0.160  -2.163  3.214  -0.276
C  -2.943  0.331  -0.862  -0.274
C  -2.121  0.252  -1.987  -0.121
C  -1.255  1.303  -2.290  -0.123
C  -1.213  2.429  -1.467  -0.268
C  -2.024  2.501  -0.332  -0.292
C  -2.891  1.451  -0.030  -0.307
H  -3.614  -0.488  -0.610  0.493
H  -2.134  -0.629  -2.628  0.541
H  -0.606  1.224  -3.162  0.539
H  -0.532  3.249  -1.687  0.490
H  -1.968  3.379  0.313  0.521
H  -3.527  1.493  0.855  0.516
S  2.787  -2.824  -1.805  0.043
C  3.496  -2.952  -0.215  -0.339
C  2.830  -2.141  0.683  -0.432
N  1.780  -1.443  0.099  0.321
C  1.643  -1.709  -1.207  -0.225
H  4.345  -3.585  0.024  0.468
H  3.065  -2.026  1.744  0.358
H  0.885  -1.267  -1.838  0.303

Forces on atoms 1 to 3 (eV/Å):
-0.4 -0.2 -0.3
0.2 0.7 0.3
0.0 -0.3 -0.1


[6]
The following is a quantum chemistry calculation of the molecule C17H18N4O4 in a non-equilibrium geometry, from the OMol25 dataset.

relative energy (zero: lowest compared OMol25 entry of this formula, charge and spin)	421.63	kJ/mol
LUMO level	0.514	eV
charge	0
highest occupied orbital energy	-8.98	eV
SMILES	CCc1cc(CNC(=O)c2cc(COc3ccc(C)nc3)on2)on1
electronic energy	-1178.51007	a.u.

Last column: Mulliken charge in e.
CARTESIAN COORDINATES (ANGSTROEM)
C  6.608  1.935  0.035  -1.124
C  6.964  0.453  -0.094  -0.541
C  5.749  -0.361  -0.361  0.456
C  4.665  -0.620  0.520  -0.095
C  3.817  -1.390  -0.220  0.314
C  2.471  -1.966  0.074  -1.063
N  1.433  -0.963  -0.067  -0.151
C  0.955  -0.293  1.014  0.404
O  1.255  -0.562  2.153  -0.609
C  -0.028  0.762  0.641  0.299
C  -1.056  0.674  -0.337  0.141
C  -1.680  1.887  -0.253  0.015
C  -2.844  2.468  -0.993  -0.661
O  -3.597  1.493  -1.665  -0.452
C  -4.295  0.578  -0.923  0.301
C  -4.364  0.532  0.465  0.075
C  -5.121  -0.465  1.056  -0.940
C  -5.786  -1.391  0.258  0.484
C  -6.611  -2.489  0.850  -1.172
N  -5.714  -1.338  -1.067  -0.530
C  -5.001  -0.393  -1.638  -0.245
O  -1.071  2.632  0.681  -0.166
N  -0.058  1.930  1.227  -0.645
O  4.342  -1.571  -1.446  -0.157
N  5.534  -0.933  -1.516  -0.575
H  5.901  2.091  0.847  0.327
H  7.502  2.518  0.236  0.341
H  6.159  2.295  -0.888  0.324
H  7.666  0.306  -0.915  0.303
H  7.426  0.107  0.833  0.272
H  4.538  -0.296  1.531  0.459
H  2.270  -2.795  -0.607  0.364
H  2.435  -2.306  1.112  0.397
H  1.245  -0.618  -0.995  0.274
H  -1.307  -0.154  -0.966  0.539
H  -2.481  3.138  -1.780  0.387
H  -3.461  3.057  -0.300  0.421
H  -3.844  1.245  1.088  0.475
H  -5.191  -0.525  2.131  0.386
H  -7.023  -3.100  0.053  0.321
H  -7.425  -2.074  1.442  0.313
H  -6.002  -3.111  1.504  0.316
H  -4.974  -0.388  -2.718  0.419

Forces on atoms 1 to 3 (eV/Å):
0.1 -0.1 0.0
0.0 0.1 -0.1
-0.4 -0.3 0.0